ORCA calculation (the ωB97M-V functional and the def2-TZVPD basis) on a structure of composition C24H19AsCdO5.

CARTESIAN COORDINATES (ANGSTROEM)
Cd 0.0085 0.0297 -0.5051
O 0.1701 3.4334 0.4169
C 0.1145 2.3236 0.1286
C -0.1166 -2.3214 -0.0901
O -0.1773 -3.4400 0.1481
C 2.3357 -0.1028 -0.1075
O 3.4459 -0.1697 0.1043
C -2.3237 0.1179 -0.1609
O -3.4534 0.1635 0.0322
C 0.0332 0.6763 -5.1856
H -0.8682 1.2866 -5.1594
H 0.9880 1.1976 -5.1393
C -0.0308 -0.6681 -5.2429
H 0.8697 -1.2804 -5.2444
H -0.9859 -1.1909 -5.2647
O -0.0256 -0.2069 2.0170
As 0.1089 0.0198 3.6991
C 1.0311 -1.6119 4.2956
C 1.4084 -2.5914 3.3710
C 2.0168 -3.7637 3.8209
C 2.2493 -3.9399 5.1849
C 1.8842 -2.9613 6.1087
C 1.2696 -1.7885 5.6646
C 1.0800 1.7107 4.0418
C 2.2927 1.6668 4.7447
C 2.9746 2.8581 5.0014
C 2.4676 4.0644 4.5199
C 1.2914 4.0976 3.7678
C 0.6043 2.9083 3.5172
C -1.7447 0.0150 4.3644
C -2.2690 -1.1913 4.8414
C -3.6025 -1.2377 5.2573
C -4.3973 -0.0951 5.1427
C -3.8909 1.0841 4.5941
C -2.5602 1.1347 4.1755
H 1.2159 -2.4280 2.3084
H 2.3071 -4.5389 3.1042
H 2.7256 -4.8531 5.5403
H 2.0608 -3.0800 7.1821
H 0.9633 -1.0051 6.3560
H 2.6653 0.7077 5.0984
H 3.8956 2.8270 5.5928
H 2.9971 4.9931 4.7327
H 0.8916 5.0412 3.3904
H -0.3212 2.9139 2.9376
H -1.6223 -2.0684 4.8993
H -3.9926 -2.1647 5.6860
H -5.4292 -0.1259 5.4872
H -4.5135 1.9788 4.5000
H -2.1472 2.0355 3.7170

The calculation puts the energy above the lowest of the compared OMol25 structures with the same formula, charge and spin at 0.0 kcal per mole. The value obtained for the electronic energy is -100817.3631 eV. Its net charge is +2. For the frontier orbital gap, the calculation gives 6.141 eV. The value obtained for the LUMO energy is -8.373 eV.

ORCA calculation (the ωB97M-V functional and the def2-TZVPD basis) on a cluster of 2 separate species, C2H4O2 in total.

CARTESIAN COORDINATES (ANGSTROEM)
C -7.6991 5.3215 3.8390
O -7.0563 5.5331 4.8752
H -7.3499 4.4757 3.2002
H -8.5672 5.9124 3.4611
C -7.8326 3.2110 1.3958
O -8.5047 2.8164 0.4659
H -8.2720 3.5909 2.3487
H -6.7212 3.2504 1.3033

The calculation puts the energy above the lowest of the compared OMol25 structures with the same formula, charge and spin at 66.5 kcal per mole. The value obtained for the electronic energy is -6231.4224 eV. For the frontier orbital gap, the calculation gives 10.370 eV. The value obtained for the LUMO energy is 0.020 eV.

ORCA calculation (the ωB97M-V functional and the def2-TZVPD basis) on a cluster of 2 separate species, C2H8N4O in total.

CARTESIAN COORDINATES (ANGSTROEM)
H 0.5051 -2.0078 0.6463
N 1.0746 -1.2380 0.9715
C 0.8270 -0.0971 0.5230
N 1.5665 1.0242 0.7192
O -0.7896 0.5309 0.4583
N -1.7745 -0.2452 1.0900
H 2.5524 0.9031 0.5394
H 1.1735 1.8697 0.3393
H -1.7540 0.0053 2.0769
H -1.4794 -1.2229 1.0292
C -0.6332 0.4187 -1.5881
N 0.5181 -0.1973 -1.5910
H -1.5788 -0.0479 -1.8659
H -0.6287 1.5030 -1.6048
H 0.4210 -1.1988 -1.7432

The calculation puts the energy above the lowest of the compared OMol25 structures with the same formula, charge and spin at 127.1 kcal per mole. The value obtained for the electronic energy is -10207.1033 eV. For the frontier orbital gap, the calculation gives 10.000 eV. The value obtained for the LUMO energy is 0.927 eV.

ORCA calculation (the ωB97M-V functional and the def2-TZVPD basis) on the molecule C21H32N4O4S.

CARTESIAN COORDINATES (ANGSTROEM)
C -5.2162 -3.0096 -2.4314
C -4.5145 -2.7644 -1.1001
C -5.5005 -2.4821 0.0365
C -6.1603 -1.0967 -0.0153
N -5.5964 -0.1729 0.9576
C -6.4507 0.9776 1.1643
C -4.2094 0.1794 0.7553
C -3.8920 1.0316 -0.4946
N -2.4748 1.2530 -0.6092
C -1.9041 2.4405 -0.3615
O -2.5229 3.4628 -0.1059
C -0.4060 2.4518 -0.4461
C 0.1858 3.6674 -0.2981
N 1.5193 3.8556 -0.3365
C 2.3796 2.8106 -0.5411
C 3.7635 3.0214 -0.5885
C 4.6121 1.9590 -0.7973
C 4.0915 0.6808 -0.9659
S 5.2295 -0.6945 -1.1912
O 6.4221 -0.1700 -1.7896
O 4.5293 -1.7577 -1.8435
N 5.6207 -1.2040 0.3348
C 4.6405 -1.9996 1.0369
C 3.7447 -1.2187 1.9981
C 6.5535 -0.3889 1.0771
C 7.4728 -1.2259 1.9607
C 2.7380 0.4564 -0.9290
C 1.8542 1.5174 -0.7092
C 0.4029 1.2619 -0.6572
O -0.0425 0.1231 -0.7770
H -4.4867 -3.2082 -3.2133
H -5.8068 -2.1463 -2.7294
H -5.8825 -3.8665 -2.3581
H -3.9322 -3.6526 -0.8437
H -3.8142 -1.9356 -1.2101
H -4.9961 -2.5762 0.9993
H -6.2782 -3.2477 0.0041
H -6.1220 -0.6928 -1.0396
H -7.2165 -1.1984 0.2472
H -7.3975 0.6405 1.5875
H -5.9757 1.6513 1.8749
H -6.6657 1.5361 0.2418
H -3.6253 -0.7420 0.7080
H -3.8797 0.7363 1.6380
H -4.3669 2.0119 -0.4186
H -4.2462 0.5250 -1.3975
H -1.8592 0.4547 -0.7448
H -0.4397 4.5350 -0.1373
H 1.9031 4.7839 -0.2252
H 4.1524 4.0217 -0.4654
H 5.6800 2.0940 -0.8574
H 5.1627 -2.7913 1.5834
H 4.0403 -2.4673 0.2557
H 4.3195 -0.8189 2.8303
H 2.9847 -1.8846 2.3975
H 3.2484 -0.3965 1.4879
H 6.0298 0.3636 1.6850
H 7.1481 0.1251 0.3209
H 7.9428 -2.0055 1.3683
H 6.9215 -1.6874 2.7757
H 8.2466 -0.5907 2.3836
H 2.3416 -0.5358 -1.0816

The calculation puts the energy above the lowest of the compared OMol25 structures with the same formula, charge and spin at 4.4 kcal per mole. The value obtained for the electronic energy is -47282.6705 eV. For the frontier orbital gap, the calculation gives 7.900 eV. The value obtained for the LUMO energy is -0.208 eV.

ORCA calculation (the ωB97M-V functional and the def2-TZVPD basis) on a cluster of 3 separate species, C11H26FNO5 in total.

CARTESIAN COORDINATES (ANGSTROEM)
C -1.7390 1.5379 -3.9013
O -2.7174 2.3477 -4.6451
C -3.3729 3.3479 -3.7727
N -4.8744 3.1867 -3.6874
F -5.3401 3.2258 -2.4160
C -5.3815 1.9859 -4.4620
O -5.9061 2.2552 -5.6900
O -5.3474 0.5825 -4.0149
H -0.6435 1.9422 -4.0690
H -1.7831 0.4415 -4.3508
H -1.9428 1.4495 -2.7511
H -3.1630 4.4206 -4.2519
H -2.9061 3.4057 -2.6845
H -5.7007 0.4690 -3.0838
C 0.4014 -2.5993 -0.2331
C 0.5380 -1.0894 -0.1219
O -0.5707 -0.3774 -0.6660
C -1.8424 -0.6362 -0.0755
C -1.8992 -0.3052 1.4062
H 0.2728 -2.8960 -1.2814
H 1.2931 -3.0938 0.1664
H -0.4628 -2.9724 0.3196
H 1.4210 -0.7745 -0.6872
H 0.7114 -0.7843 0.9144
H -2.1400 -1.6735 -0.2608
H -2.5685 -0.0086 -0.6053
H -1.1984 -0.9087 1.9877
H -2.9045 -0.4865 1.7984
H -1.6423 0.7464 1.5734
C 5.5731 -0.9435 2.1717
C 4.1911 -0.3133 2.1094
O 3.1498 -1.1842 2.5445
C 3.2357 -1.6544 3.8878
C 3.2222 -0.5397 4.9201
H 5.6043 -1.8587 1.5676
H 6.3283 -0.2460 1.7943
H 5.8512 -1.2165 3.1914
H 3.9700 -0.0552 1.0689
H 4.1595 0.6244 2.6723
H 4.1163 -2.2940 4.0077
H 2.3635 -2.2979 4.0519
H 4.0767 0.1317 4.8089
H 3.2522 -0.9571 5.9311
H 2.3151 0.0656 4.8177

The value obtained for the electronic energy is -26267.1533 eV. For the frontier orbital gap, the calculation gives 10.128 eV. The value obtained for the LUMO energy is 0.318 eV.

ORCA calculation (the ωB97M-V functional and the def2-TZVPD basis) on a structure of composition C27H46HgO20S2.

CARTESIAN COORDINATES (ANGSTROEM)
Hg 27.6757 -19.1820 -4.0654
C 24.4273 -17.5004 -4.8001
C 25.5304 -16.8496 -5.6525
O 26.8434 -17.2100 -5.3193
H 23.4008 -17.2444 -5.0624
H 24.6288 -17.3891 -3.7347
H 24.6530 -18.5454 -5.0124
H 25.2394 -15.8032 -5.5608
H 25.2265 -17.0516 -6.6796
C 26.7375 -21.6798 -6.0397
O 26.3351 -20.7534 -5.0937
H 27.7639 -21.5744 -6.3911
H 26.7138 -22.7187 -5.7107
H 26.1228 -21.5848 -6.9348
C 29.6494 -15.7393 -6.1447
C 29.2094 -16.6028 -7.4072
O 29.7753 -15.8124 -8.5229
S 31.2452 -15.1517 -8.0554
O 31.5730 -14.0146 -8.9455
O 32.2890 -16.2065 -7.8194
O 30.5906 -14.6868 -6.6151
H 30.1409 -16.3433 -5.3820
H 28.7425 -15.3329 -5.6970
H 28.1412 -16.7212 -7.5886
H 29.6598 -17.5953 -7.4266
C 28.8133 -20.9865 -9.2954
C 28.1694 -20.7746 -10.6192
O 28.8664 -21.6625 -11.4317
S 30.4855 -21.5803 -11.1738
O 31.1178 -20.5338 -11.9836
O 31.0401 -22.9284 -11.1326
O 30.2304 -20.9821 -9.6545
H 28.4979 -21.9536 -8.9037
H 28.6039 -20.1931 -8.5779
H 28.3002 -19.8101 -11.1099
H 27.0807 -20.7529 -10.6668
O 26.2468 -19.4601 -2.3514
C 25.7383 -19.8135 -1.3563
O 26.2303 -19.4803 -0.1253
C 25.4355 -20.1922 0.8172
C 24.3774 -21.0126 0.1755
C 24.4568 -20.6164 -1.2066
H 24.9217 -19.3626 1.3029
H 26.0815 -20.7653 1.4823
H 23.4138 -20.7704 0.6238
H 24.5365 -22.0561 0.4474
H 23.5737 -20.1466 -1.6396
H 24.5489 -21.5328 -1.7896
O 28.7407 -21.0935 -3.2289
C 28.7772 -22.1782 -2.6710
O 28.1252 -22.4331 -1.5283
C 28.0232 -23.8484 -1.3690
C 29.1576 -24.4701 -2.0826
C 29.3942 -23.5111 -3.1785
H 27.0648 -24.2465 -1.7023
H 27.9674 -23.9844 -0.2890
H 28.8698 -25.4687 -2.4114
H 29.9116 -24.4842 -1.2956
H 28.9529 -23.6397 -4.1668
H 30.4448 -23.3631 -3.4280
O 29.6761 -19.2074 -5.4218
C 30.7309 -19.5465 -5.7938
O 31.3206 -19.0746 -6.8641
C 32.6937 -19.5469 -7.0739
C 32.8233 -20.5320 -5.9056
C 31.6226 -20.6469 -5.1142
H 33.4981 -18.8196 -6.9641
H 32.8708 -20.0568 -8.0209
H 33.5877 -20.1432 -5.2329
H 33.2371 -21.4753 -6.2620
H 31.6359 -20.5233 -4.0313
H 31.1519 -21.5785 -5.4282
O 29.1810 -18.1328 -2.7098
C 29.8644 -18.4932 -1.6915
O 31.2006 -18.2237 -1.6635
C 31.9180 -18.9337 -0.6480
C 30.7985 -19.8892 -0.1239
C 29.5090 -19.2530 -0.5071
H 32.2865 -18.3576 0.2008
H 32.8444 -19.2991 -1.0912
H 30.9296 -20.0509 0.9460
H 30.7393 -20.8399 -0.6537
H 29.1710 -18.5774 0.2787
H 28.6601 -19.9193 -0.6603
O 29.0428 -15.9049 0.3930
C 28.3082 -15.5757 -0.5318
O 28.7879 -15.1089 -1.7622
C 27.6826 -14.9107 -2.6446
C 26.4132 -14.7229 -1.7273
C 26.7639 -15.5907 -0.5475
H 27.5075 -15.8540 -3.1620
H 27.7976 -14.1202 -3.3862
H 25.4731 -14.9306 -2.2383
H 26.4301 -13.6509 -1.5309
H 26.4959 -16.6365 -0.6981
H 26.2775 -15.3460 0.3967

The value obtained for the electronic energy is -95532.3645 eV. For the frontier orbital gap, the calculation gives 6.876 eV. The value obtained for the LUMO energy is -0.241 eV.